The molecule C8H8O3 at a distorted geometry. Source: the Open Molecules 2025 dataset; level of theory: wB97M-V/def2-TZVPD.

Last column: Mulliken charge in e.
Element x y z (Å)
C: 1.32091 -2.72495 -0.05983  -0.854
C: 0.29727 -1.91376 -0.28619  -0.665
C: 0.21765 -0.51144 0.14558  1.110
O: 1.03711 -0.00010 1.16564  -0.501
C: 1.24490 0.53562 -0.12353  -0.224
C: 0.66736 1.90841 -0.25774  -0.754
C: -0.72814 1.70812 0.39608  -0.790
C: -1.14814 0.28897 0.19362  0.633
O: -2.17760 -0.16017 1.17207  -0.458
C: -2.55939 0.00512 -0.05220  0.298
O: -3.44688 -0.07368 -0.86340  -0.572
H: 1.42108 -3.63765 -0.66185  0.233
H: 2.14479 -2.53792 0.52448  0.371
H: -0.27432 -2.20378 -1.05661  0.380
H: 2.08384 0.08487 -0.61312  0.532
H: 0.66452 2.21470 -1.31400  0.331
H: 1.29632 2.62418 0.32053  0.288
H: -1.34573 2.45545 -0.13436  0.378
H: -0.71556 1.93800 1.50485  0.265

Cartesian forces (eV/Å) of the 6 atoms listed first:
C -1.079 -0.980 -1.637
C 2.947 0.916 1.790
C -2.518 1.172 -0.216
O 0.429 -0.558 0.759
C -0.411 -1.184 -0.221
C 0.743 -0.210 0.737

The HOMO-LUMO gap is 10.661 eV. The LUMO energy comes out at 0.030 hartree. Its SMILES is C=C[C@@]12O[C@@H]1CC[C@]21OC1=O.